No. 1
Entry from the Open Molecules 2025 dataset: a molecular structure, C21H55As4F24N5O14 at a distorted geometry (ωB97M-V with the def2-TZVPD basis set).

Structure (XYZ):
```
123
Properties=species:S:1:pos:R:3:forces:R:3
As 1.428 1.608 -7.297 -1.4 2.4 -0.1
As 0.178 4.389 3.897 -0.2 -0.3 0.8
As -3.382 -3.197 4.816 2.9 -0.9 0.4
As -1.381 4.630 -2.144 0.2 -1.8 -1.8
F 2.354 0.546 -8.226 0.4 -0.9 -0.4
F -4.902 -3.936 4.942 -0.3 -0.4 0.5
F 2.363 1.352 -5.893 0.5 -0.3 0.4
F -0.182 5.068 -3.365 -0.4 0.0 0.8
F 0.447 2.768 -6.408 -0.1 -0.3 0.3
F 1.685 3.453 3.726 -0.7 0.3 -0.1
F -1.177 2.947 -2.663 0.2 0.0 -0.1
F -3.883 -2.591 3.247 0.1 -0.1 0.9
F -1.324 5.245 4.132 0.5 -0.1 -0.2
F -2.609 -3.813 6.306 -0.8 -0.1 -0.4
F 0.411 5.101 2.336 0.1 -0.2 -0.2
F 0.311 0.357 -6.733 0.1 -0.2 -0.3
F -0.133 4.333 -0.983 0.6 0.2 0.4
F -0.697 3.069 3.132 0.2 -0.2 0.0
F 2.418 2.950 -7.769 0.4 -0.2 -0.1
F -1.808 -2.471 4.438 -0.4 0.3 -0.1
F -3.802 -1.887 5.861 -0.6 0.5 -1.0
F 1.092 5.700 4.570 -0.2 -0.3 0.3
F -2.551 4.052 -1.027 -0.3 0.0 0.5
F -1.629 6.214 -1.663 0.2 1.3 0.5
F 0.380 1.955 -8.664 0.1 -0.6 0.1
F -0.109 3.604 5.466 0.5 0.4 -0.7
F -2.604 4.765 -3.351 -0.4 0.3 -0.2
F -2.605 -4.716 4.177 -1.5 0.7 -0.6
O 3.141 -3.971 1.940 -1.1 1.1 3.4
O 2.027 -7.051 1.303 -0.4 0.8 0.1
O 0.878 0.533 1.206 0.5 -1.7 0.1
O 2.523 -0.995 0.934 0.5 -0.1 -0.3
O -2.914 3.640 -5.830 0.1 -1.9 0.5
O -2.332 -0.271 -2.961 -0.3 -0.8 1.2
O 3.712 -3.054 -0.090 0.0 -1.9 1.9
O 0.021 -4.224 2.878 -0.3 1.0 -2.1
O 3.780 -5.209 0.222 -0.7 -0.9 0.5
O 2.253 -0.520 5.975 -0.6 1.4 -1.0
O 0.421 -1.602 1.611 0.1 0.7 -0.7
O -0.193 -5.322 4.777 2.8 -0.9 0.6
O 3.702 4.850 -0.025 0.7 0.2 2.2
O 1.812 -4.730 4.100 2.0 0.9 -1.1
N -0.223 -7.062 1.544 -0.4 0.9 -0.3
N -0.659 0.069 3.616 1.1 -0.4 1.0
N -1.666 -0.337 -0.764 -0.8 -0.7 -1.8
N 1.970 2.929 0.545 -1.2 -1.0 -0.8
N -1.642 1.524 -5.012 1.8 0.4 1.6
C 3.004 -1.517 6.581 1.6 -1.1 -1.9
C -0.650 -0.516 6.098 -1.0 -2.0 0.1
C 0.119 0.008 4.928 2.2 0.0 -0.5
C 3.486 3.947 -1.041 -0.6 0.6 -1.1
C 0.915 -6.681 0.878 0.7 -2.4 1.1
C -3.603 4.795 -6.112 -0.9 0.5 -0.9
C -2.005 -0.936 -1.946 0.7 2.0 0.0
C 1.530 -0.711 4.743 -0.6 0.4 1.0
C 1.379 -0.666 1.176 -1.7 1.4 1.3
C -1.503 -6.330 1.238 0.8 -2.3 1.1
C 0.873 -6.182 -0.542 -0.9 0.0 0.2
C -3.190 -0.103 -6.184 0.8 2.6 -1.2
C 2.514 1.600 -1.354 -0.7 1.5 -0.1
C -3.635 2.392 -5.935 0.0 1.6 0.0
C -1.792 -2.404 -2.127 -1.8 -1.0 -1.4
C 3.096 2.665 -0.386 -2.4 -0.8 -1.8
C -2.559 1.368 -6.116 -2.3 -1.8 0.4
C -1.989 1.064 -0.447 -0.5 -1.4 -2.1
C 0.534 -4.736 3.827 -0.3 0.0 1.3
C 4.140 6.142 -0.329 -0.2 0.0 -0.6
C 3.505 -4.060 0.834 1.8 0.1 -5.7
H -0.220 -0.196 7.044 0.1 0.1 -0.2
H 0.677 -2.537 1.594 0.5 0.1 0.2
H -2.035 1.120 -4.106 0.6 0.6 -0.8
H -0.163 -7.537 2.489 0.3 1.2 -1.8
H 4.249 6.707 0.602 0.1 -0.3 -0.2
H 3.709 -1.039 7.244 0.0 0.1 0.3
H 2.068 -0.293 3.891 0.1 0.3 0.1
H -4.072 -0.047 -5.603 -0.8 -0.5 1.0
H -1.073 -4.996 4.724 -2.0 0.5 -0.4
H -4.055 4.641 -7.127 0.6 0.9 0.2
H -1.185 -2.414 -3.018 1.2 -0.5 0.2
H -1.082 -0.868 -0.153 0.0 -0.3 0.7
H 5.079 6.033 -0.868 0.3 0.5 0.0
H 1.190 3.381 0.031 0.2 -0.3 -0.1
H -2.260 -6.904 1.795 -0.2 0.4 -0.7
H -4.295 2.208 -5.049 0.5 0.2 -0.4
H 2.411 -2.221 7.075 -1.3 -0.9 1.3
H 2.371 -4.244 3.335 -1.7 -1.6 1.6
H -1.382 0.712 3.795 -1.7 0.8 0.5
H -4.247 2.394 -6.841 -0.2 0.1 0.0
H -1.119 1.650 -0.433 1.1 0.8 0.2
H 2.200 3.627 1.202 0.5 0.7 1.7
H -0.637 -1.622 6.039 0.2 0.5 0.4
H -2.479 1.018 0.482 -0.7 0.5 1.1
H 3.917 2.265 0.122 1.1 -0.5 1.2
H -1.559 -3.091 -1.309 0.5 0.6 -0.1
H -2.083 1.571 -7.024 1.2 0.4 -1.2
H -1.654 -6.254 0.179 -0.4 -0.5 -0.4
H 1.616 2.036 -1.856 0.7 -0.3 0.2
H -0.124 -6.136 -0.944 -0.4 0.2 -0.1
H 3.455 -2.244 0.381 -0.4 0.8 0.1
H 1.340 -5.213 -0.653 0.3 0.1 -0.1
H -2.885 5.646 -5.996 -0.8 -0.7 -0.4
H -1.039 -0.873 3.403 0.3 0.6 -0.4
H -4.493 4.951 -5.492 0.3 0.1 0.5
H 1.371 -6.949 -1.124 0.5 0.1 0.0
H 3.202 1.259 -2.092 0.6 -0.1 -0.6
H -2.685 -2.869 -2.655 0.4 0.8 1.1
H 0.425 1.005 5.173 -0.1 0.9 -0.3
H -1.354 2.559 -4.885 -0.6 -1.8 -0.1
H -2.445 -0.769 -5.801 0.0 -0.8 0.0
H 2.725 4.421 -1.655 -0.7 -0.6 -0.5
H 3.418 6.673 -0.966 0.1 -0.1 0.0
H 3.273 -5.942 0.709 0.6 0.4 -0.3
H 1.454 -1.755 4.568 -0.5 -1.2 -0.2
H 1.565 1.993 0.925 0.5 0.8 0.1
H 3.615 -2.222 5.911 -0.6 1.3 0.2
H -3.519 -0.282 -7.231 0.6 -0.2 0.7
H 2.175 0.755 -0.795 0.0 -0.5 0.4
H -1.447 -5.364 1.629 0.0 1.6 0.8
H 4.308 3.748 -1.722 0.7 0.1 0.1
H -0.762 1.001 -5.229 -0.6 0.5 0.2
H -1.737 -0.343 6.113 0.4 0.6 -0.2
H -2.617 1.433 -1.283 0.2 -0.1 0.8
H -0.174 0.584 2.841 0.5 -1.2 -0.1
```
Positions in Å, forces in eV/Å.

Results
Spin multiplicity: 1
Charge: -2
HOMO-LUMO gap (eV): 9.855

=====

No. 2
Entry from the Open Molecules 2025 dataset: a molecular structure, C7H6Br3N at a distorted geometry (ωB97M-V with the def2-TZVPD basis set).

Structure (XYZ):
```
17
Properties=species:S:1:pos:R:3:forces:R:3
Br -2.393 -0.638 -2.029 0.8 -0.7 0.4
Br -1.900 3.159 -1.104 0.6 0.3 -0.9
Br -1.309 -3.566 -2.793 -0.2 0.2 0.1
N -0.221 -2.162 -0.750 0.1 0.8 0.2
C 0.924 1.246 0.278 -0.9 -1.1 -0.1
C 0.193 -1.062 0.030 0.4 -0.1 1.6
C 0.476 -1.222 1.395 -0.9 -1.5 0.1
C 0.888 -0.136 2.198 -0.8 -4.3 0.4
C 0.458 0.163 -0.528 1.5 1.9 -1.8
C 1.063 1.062 1.663 -0.1 3.3 -1.7
C -1.105 -2.085 -1.606 -0.6 -0.3 -0.8
H 1.071 2.267 -0.067 0.0 -0.4 -0.5
H 1.038 -0.402 3.223 0.1 0.4 0.6
H 0.229 -2.266 1.799 0.7 1.8 -0.3
H 0.491 0.193 -1.673 -0.4 0.4 1.8
H -1.092 3.473 -2.286 -0.6 -0.2 0.9
H 1.187 1.975 2.250 0.4 -0.5 0.1
```
Positions in Å, forces in eV/Å.

Results
Spin multiplicity: 1
HOMO-LUMO gap (eV): 9.255

=====

No. 3
Entry from the Open Molecules 2025 dataset: C4H5NS in the gas phase at a distorted geometry (ωB97M-V with the def2-TZVPD basis set).

Structure (XYZ):
```
11
Properties=species:S:1:pos:R:3:forces:R:3
S 2.226 -0.575 -0.099 0.9 -0.8 -0.8
N -3.490 -0.525 0.230 2.5 0.9 -1.0
C -2.441 -0.140 -0.131 -2.8 -0.9 1.5
C -0.161 0.597 0.400 -0.9 -0.3 -2.4
C -1.156 0.332 -0.502 1.8 0.3 2.1
C 1.280 0.927 0.074 -1.8 -0.9 1.0
H -0.363 0.494 1.413 -0.6 -0.2 1.8
H -0.978 0.372 -1.532 0.3 0.2 -1.5
H 1.250 1.332 -0.901 0.6 0.9 -1.0
H 2.057 -1.154 1.084 -0.2 0.1 0.4
H 1.715 1.523 0.859 0.1 0.6 -0.2
```
Positions in Å, forces in eV/Å.

Results
Structure (SMILES): N#C/C=C/CS
Spin multiplicity: 1
HOMO-LUMO gap (eV): 9.542